1.
{"formula": "CH3NO3", "method": "the ωB97M-V functional and the def2-TZVPD basis", "total_energy_ev": -8713.03894, "charge": -2, "homo_lumo_gap_ev": 6.721, "species": ["C", "N", "O", "O", "O", "H", "H", "H"], "coordinates": [[1.735957, -0.762486, -5.305454], [0.827671, -2.152965, -5.675634], [0.020603, -2.048076, -6.632428], [1.099727, -3.241943, -5.131408], [-3.513893, 1.401039, 11.933270], [1.059697, 0.078887, -5.459389], [1.988522, -0.925238, -4.254845], [-3.740319, 1.158519, 11.020285]], "atomic_forces_ev_per_a": [[-1.35, -3.10, -0.66], [1.53, 2.81, 0.02], [0.77, -0.62, 1.27], [-0.51, 1.13, -0.69], [-0.09, -0.07, -0.27], [-0.29, -0.23, 0.01], [-0.14, -0.01, 0.01], [0.08, 0.08, 0.31]], "lowdin_charge": [-0.09, -0.49, -0.14, -0.12, -0.75, -0.08, -0.08, -0.25]}

2.
{"formula": "CH3NO3S2", "method": "the ωB97M-V functional and the def2-TZVPD basis", "s_squared": 2.016, "total_energy_ev": -30382.87239, "spin_multiplicity": 3, "homo_lumo_gap_ev": [7.475, 6.762], "species": ["C", "N", "O", "O", "O", "S", "S", "H", "H", "H"], "coordinates": [[1.693111, -0.157148, -0.036554], [-1.292246, -0.728102, -0.146076], [-3.572424, -1.434661, 0.048478], [-0.113676, 1.285279, 1.287701], [-0.049600, 1.513810, -1.160202], [-2.710122, -0.274919, 0.132826], [0.107869, 0.697973, 0.002322], [2.183638, 0.071006, 0.901696], [1.512909, -1.217244, -0.150882], [2.240545, 0.244003, -0.879312]], "atomic_forces_ev_per_a": [[-0.74, -0.04, -0.03], [6.91, 1.47, -0.70], [-2.39, -1.37, 0.20], [0.28, -0.38, 0.00], [0.19, -0.54, -0.07], [-2.12, 1.60, 0.50], [-2.04, -0.55, 0.13], [-0.05, -0.03, 0.14], [-0.01, -0.22, 0.00], [-0.03, 0.05, -0.17]], "lowdin_spin": [0.00, 0.75, 0.45, 0.01, 0.01, 0.77, 0.01, 0.00, 0.00, 0.00]}